The following is a DFT calculation (ωB97M-V/def2-TZVPD) of a 2-piece molecular cluster, C3H3FN2O2 overall.

```
! wB97M-V def2-TZVPD RIJCOSX def2/J DEFGRID3
* xyz 0 1
C -1.265 -0.029 0.185
O -0.327 0.871 0.777
C 0.382 1.725 0.098
O 1.132 2.517 0.534
F 0.192 1.614 -1.247
H -1.226 -0.017 -0.905
H -2.261 0.259 0.525
H -1.030 -1.031 0.552
C 0.871 -2.057 -0.718
N 1.458 -2.300 0.499
N 2.075 -1.552 -0.297
*
```

The calculation puts the relative energy (zero: lowest compared OMol25 entry of this formula, charge and spin) at 502.4 kJ/mol. The structure (SMILES) is COC(=O)F.C1=NN=1. The highest occupied orbital energy is -11.73 eV. The calculation puts the energy at -12947.6622 eV.

The following is a DFT calculation (ωB97M-V/def2-TZVPD) of C27H71N5O12PSn2 as an isolated structure.

```
! wB97M-V def2-TZVPD RIJCOSX def2/J DEFGRID3
* xyz 1 1
Sn -34.110 -5.570 -5.062
Sn -34.104 -9.229 -10.693
P -33.456 -7.607 -7.686
O -32.440 -8.335 -8.620
O -34.875 -8.021 -8.118
O -33.176 -6.103 -7.887
O -33.038 -7.890 -6.188
C -34.212 -4.649 -12.342
C -34.273 -4.960 -10.834
C -35.688 -5.132 -10.288
O -33.546 -6.147 -10.532
H -33.228 -4.890 -12.739
H -34.421 -3.592 -12.498
H -34.993 -5.258 -12.802
H -33.697 -4.169 -10.346
H -36.234 -4.185 -10.328
H -35.754 -5.499 -9.265
H -36.270 -5.792 -10.938
H -33.438 -6.204 -9.559
C -37.808 -9.628 -12.260
O -37.055 -8.819 -11.330
C -37.710 -8.570 -10.112
C -37.705 -9.779 -9.228
N -36.280 -10.007 -8.982
C -35.843 -11.170 -8.265
C -34.307 -11.195 -8.236
O -33.830 -11.352 -9.569
C -33.689 -12.696 -10.037
H -37.547 -9.505 -13.309
H -38.876 -9.420 -12.179
H -37.661 -10.665 -11.951
H -38.731 -8.234 -10.317
H -37.126 -7.734 -9.722
H -38.230 -10.652 -9.615
H -38.196 -9.520 -8.281
H -35.816 -9.188 -8.597
H -36.231 -12.093 -8.702
H -36.292 -11.091 -7.265
H -34.070 -12.031 -7.572
H -33.850 -10.264 -7.904
H -34.661 -13.189 -10.115
H -33.057 -13.277 -9.366
H -33.254 -12.638 -11.032
C -39.919 -4.272 -4.793
O -38.740 -4.743 -5.389
C -39.032 -5.709 -6.371
C -37.733 -6.133 -7.088
N -36.619 -6.753 -6.350
C -37.089 -7.938 -5.622
C -35.999 -8.732 -4.878
O -35.547 -7.935 -3.795
C -34.411 -8.493 -3.117
H -39.735 -3.702 -3.883
H -40.691 -5.001 -4.528
H -40.435 -3.565 -5.453
H -39.716 -5.403 -7.166
H -39.441 -6.600 -5.885
H -37.258 -5.312 -7.631
H -38.007 -6.774 -7.935
H -36.013 -7.082 -7.106
H -37.589 -8.596 -6.339
H -37.811 -7.625 -4.868
H -35.181 -9.046 -5.531
H -36.463 -9.640 -4.482
H -34.588 -9.549 -2.912
H -34.284 -8.050 -2.127
H -33.495 -8.274 -3.667
C -31.683 -1.129 -7.954
C -31.725 -2.564 -8.511
C -30.255 -3.045 -8.537
O -30.079 -4.296 -9.157
C -30.310 -4.291 -10.561
N -32.514 -3.382 -7.640
H -31.318 -0.417 -8.694
H -31.033 -1.054 -7.078
H -32.670 -0.865 -7.573
H -32.208 -2.564 -9.488
H -29.834 -3.046 -7.531
H -29.720 -2.265 -9.093
H -31.375 -4.194 -10.766
H -29.954 -5.274 -10.874
H -29.711 -3.611 -11.173
H -32.871 -4.189 -8.138
H -31.978 -3.773 -6.873
C -30.246 -11.480 -9.466
C -29.463 -10.258 -8.981
C -29.506 -9.222 -10.086
O -28.639 -8.104 -9.932
C -27.287 -8.334 -10.240
N -30.222 -9.735 -7.839
H -31.321 -11.313 -9.551
H -30.134 -12.272 -8.720
H -29.787 -11.944 -10.346
H -28.426 -10.504 -8.749
H -30.485 -8.749 -10.187
H -29.353 -9.732 -11.047
H -27.096 -8.228 -11.314
H -26.840 -9.224 -9.797
H -26.780 -7.442 -9.864
H -30.584 -10.545 -7.348
H -31.062 -9.240 -8.151
C -32.123 -11.017 -4.795
C -31.396 -10.051 -3.838
C -30.337 -10.752 -2.966
O -30.937 -11.642 -2.052
C -30.018 -12.459 -1.388
N -30.941 -8.874 -4.587
H -31.377 -11.570 -5.367
H -32.797 -10.400 -5.390
H -32.716 -11.731 -4.222
H -32.165 -9.675 -3.156
H -29.756 -9.966 -2.472
H -29.634 -11.321 -3.583
H -29.295 -11.876 -0.804
H -29.350 -13.014 -2.056
H -30.508 -13.132 -0.688
H -30.870 -8.058 -3.986
H -31.666 -8.570 -5.248
*
```

The highest occupied orbital energy is -9.60 eV. The calculation puts the energy at -82113.2381 eV.

The following is a DFT calculation (ωB97M-V/def2-TZVPD) of C6H10O as an isolated structure.

```
! wB97M-V def2-TZVPD RIJCOSX def2/J DEFGRID3
* xyz 0 1
C 0.972 -0.555 -2.088
C 0.387 -1.052 -0.823
C 1.099 -0.575 0.390
C 0.139 0.204 1.317
C -0.788 1.205 0.605
O -0.975 -0.574 1.748
C -1.847 0.118 0.837
H 1.190 -1.424 -2.725
H 1.855 0.105 -2.037
H 0.159 -0.047 -2.630
H 1.390 -1.471 0.958
H 2.001 0.046 0.222
H 0.716 0.589 2.167
H -0.538 1.473 -0.426
H -0.970 2.113 1.184
H -2.046 -0.502 -0.045
H -2.782 0.427 1.314
*
```

The calculation puts the relative energy (zero: lowest compared OMol25 entry of this formula, charge and spin) at 424.2 kJ/mol. The highest occupied orbital energy is -8.21 eV. The calculation puts the energy at -8426.8443 eV.

The following is a DFT calculation (ωB97M-V/def2-TZVPD) of one molecule with the formula C21H31N5O3.

```
! wB97M-V def2-TZVPD RIJCOSX def2/J DEFGRID3
* xyz 0 1
C -7.216 -1.698 -0.441
C -6.081 -0.694 -0.281
C -6.155 0.021 1.067
C -5.063 1.083 1.240
C -3.693 0.424 1.304
O -3.275 -0.098 2.312
N -3.026 0.460 0.115
C -1.772 -0.079 -0.207
C -1.451 -0.148 -1.574
C -0.243 -0.644 -2.016
C 0.651 -1.075 -1.050
C 0.335 -1.016 0.326
C -0.883 -0.513 0.762
N 1.389 -1.515 1.042
C 2.303 -1.844 0.173
C 3.622 -2.415 0.593
N 4.542 -1.483 1.226
C 3.996 -0.785 2.388
C 3.817 0.724 2.148
N 3.447 0.974 0.774
C 2.296 1.614 0.481
O 1.514 2.033 1.299
O 2.129 1.745 -0.864
C 0.966 2.465 -1.259
C 1.182 3.970 -1.182
C 4.392 0.546 -0.233
C 5.255 -0.594 0.342
N 1.918 -1.604 -1.124
C 2.604 -1.869 -2.356
H -8.181 -1.199 -0.379
H -7.151 -2.201 -1.403
H -7.170 -2.450 0.344
H -6.138 0.043 -1.088
H -5.126 -1.217 -0.365
H -7.132 0.499 1.166
H -6.056 -0.712 1.870
H -5.222 1.599 2.188
H -5.114 1.814 0.431
H -3.519 0.862 -0.670
H -2.174 0.203 -2.298
H -0.013 -0.688 -3.070
H -1.120 -0.461 1.809
H 4.140 -2.875 -0.251
H 3.416 -3.197 1.331
H 4.681 -0.934 3.231
H 3.029 -1.225 2.631
H 3.019 1.117 2.778
H 4.746 1.264 2.368
H 0.131 2.170 -0.617
H 0.773 2.146 -2.286
H 0.301 4.485 -1.555
H 1.350 4.261 -0.148
H 2.045 4.260 -1.778
H 3.840 0.217 -1.113
H 5.034 1.385 -0.535
H 6.080 -0.170 0.922
H 5.690 -1.174 -0.476
H 2.596 -0.975 -2.983
H 2.110 -2.680 -2.899
H 3.637 -2.154 -2.164
*
```

The calculation puts the relative energy (zero: lowest compared OMol25 entry of this formula, charge and spin) at 51.3 kJ/mol. The structure (SMILES) is CCCCC(=O)Nc1ccc2c(c1)nc(CN1CCN(C(=O)OCC)CC1)n2C. The highest occupied orbital energy is -7.90 eV. The calculation puts the energy at -35874.8692 eV.

The following is a DFT calculation (ωB97M-V/def2-TZVPD) of C21H22B2CrF4N7O5S2 as an isolated structure.

```
! wB97M-V def2-TZVPD RIJCOSX def2/J DEFGRID3
* xyz 2 2
Cr 0.396 -0.420 -0.560
C -1.891 -0.850 -4.224
C -1.119 -0.986 -2.968
N -0.329 -0.115 -2.452
O -0.254 1.071 -3.135
B 0.807 1.957 -2.933
F 0.817 3.000 -3.704
F 0.510 3.821 -1.398
O 1.887 1.761 -2.091
N 1.968 0.600 -1.358
C 3.134 0.057 -1.363
C 4.355 0.611 -1.987
C 3.158 -1.281 -0.683
N 1.971 -1.712 -0.490
O 1.903 -2.915 0.156
B 0.663 -3.491 0.412
F 0.400 -0.738 1.166
F 0.657 -4.520 1.204
O -0.553 -3.157 -0.173
N -0.592 -2.074 -1.014
C -1.185 -2.230 -2.139
C -1.860 -3.458 -2.618
C 4.396 -2.004 -0.307
H -1.682 0.087 -4.727
H -2.959 -0.905 -3.998
H -1.658 -1.684 -4.890
H 4.137 1.457 -2.629
H 4.873 -0.168 -2.548
H 5.036 0.942 -1.196
H -1.825 -4.250 -1.878
H -1.391 -3.802 -3.543
H -2.901 -3.226 -2.853
H 5.287 -1.433 -0.549
H 4.434 -2.968 -0.818
H 4.379 -2.216 0.764
S 0.615 3.110 0.174
C -0.918 2.317 -0.175
N -1.128 1.022 -0.151
C -2.493 0.738 -0.335
C -3.126 -0.496 -0.158
C -4.485 -0.579 -0.386
C -5.226 0.542 -0.782
C -4.624 1.776 -0.905
C -3.255 1.862 -0.653
S -2.274 3.284 -0.575
H -2.586 -1.349 0.225
H -4.994 -1.520 -0.222
H -6.290 0.448 -0.952
H -5.200 2.655 -1.160
N 0.388 1.084 7.036
C 1.151 0.635 6.017
O 2.006 -0.217 6.122
C 0.891 1.248 4.660
C -0.367 1.605 4.198
C -0.495 2.074 2.903
N 0.553 2.196 2.093
C 1.769 1.877 2.540
C 1.980 1.388 3.809
H 0.550 0.702 7.954
H -0.244 1.858 6.942
H -1.250 1.496 4.813
H -1.461 2.357 2.503
H 2.584 2.026 1.840
H 2.966 1.101 4.147
*
```

The expectation value of S² is 0.759. The highest occupied orbital energy (alpha / beta) is -14.20 / -14.20 eV. The calculation puts the energy at -105107.2038 eV.

The following is a DFT calculation (ωB97M-V/def2-TZVPD) of one molecule with the formula C3H6N3P.

```
! wB97M-V def2-TZVPD RIJCOSX def2/J DEFGRID3
* xyz 0 1
C 0.508 -1.127 0.275
C 1.884 -1.540 -0.183
C -1.283 1.924 -0.134
N 0.204 0.158 -0.042
N -0.238 -1.973 0.712
N -1.021 0.590 0.178
P -2.212 -0.258 0.997
H 2.052 -0.795 -1.056
H 1.891 -2.573 -0.689
H 2.548 -1.451 0.638
H -0.498 2.574 -0.247
H -1.901 2.076 -1.074
H -1.933 2.396 0.624
*
```

The calculation puts the relative energy (zero: lowest compared OMol25 entry of this formula, charge and spin) at 472.2 kJ/mol. The highest occupied orbital energy (alpha / beta) is -8.35 / -8.33 eV. The calculation puts the energy at -16962.4644 eV.

The following is a DFT calculation (ωB97M-V/def2-TZVPD) of C14H40OP2PtSi2 as an isolated structure.

```
! wB97M-V def2-TZVPD RIJCOSX def2/J DEFGRID3
* xyz 2 5
Pt -0.774 -0.501 0.247
H -3.820 -2.312 1.374
H -4.118 -1.662 1.155
P -0.529 -2.820 0.309
P -2.620 0.824 -0.615
C -2.935 2.286 0.428
H -3.651 2.930 -0.106
H -3.388 1.968 1.376
H -2.025 2.861 0.634
C -2.298 1.532 -2.262
H -2.475 0.751 -3.013
H -2.998 2.363 -2.429
H -1.267 1.892 -2.351
C -4.278 0.073 -0.730
H -4.703 -0.082 0.270
H -4.936 0.755 -1.290
H -4.216 -0.890 -1.255
C 0.194 -3.525 -1.203
H 0.761 -4.428 -0.945
H -0.609 -3.799 -1.897
H 0.854 -2.813 -1.701
C 0.580 -3.210 1.700
H -0.010 -3.184 2.625
H 0.998 -4.219 1.575
H 1.399 -2.482 1.791
C -2.001 -3.876 0.509
H -2.716 -3.676 -0.301
H -1.706 -4.934 0.469
H -2.483 -3.680 1.473
C -1.664 -0.527 1.924
O -2.264 -0.498 2.918
H -1.638 -0.749 -1.174
C 3.377 -0.077 1.375
Si 2.719 -0.158 -0.386
C 3.764 0.823 -1.620
C 3.082 -1.935 -0.892
C 0.949 0.560 -0.524
Si 1.003 2.310 0.280
C 0.148 3.599 -0.803
C 0.443 2.299 2.070
C 2.735 3.116 0.425
H 3.185 -1.023 1.900
H 2.970 0.731 1.993
H 4.468 0.051 1.310
H 4.731 1.095 -1.178
H 3.959 0.197 -2.504
H 3.275 1.740 -1.972
H 2.823 -2.108 -1.943
H 2.570 -2.681 -0.273
H 4.165 -2.117 -0.790
H 0.723 0.665 -1.603
H 0.573 3.555 -1.817
H -0.939 3.517 -0.888
H 0.382 4.594 -0.398
H 0.856 1.442 2.619
H 0.827 3.217 2.541
H -0.646 2.284 2.175
H 3.464 2.523 0.988
H 3.155 3.356 -0.560
H 2.579 4.061 0.970
*
```

The expectation value of S² is 6.012. The highest occupied orbital energy (alpha / beta) is -12.34 / -15.93 eV. The calculation puts the energy at -54774.3597 eV.

The following is a DFT calculation (ωB97M-V/def2-TZVPD) of one molecule with the formula C7H13N.

```
! wB97M-V def2-TZVPD RIJCOSX def2/J DEFGRID3
* xyz 0 1
C -2.460 0.128 0.551
C -1.329 0.022 -0.438
C -0.265 1.240 -0.349
C 0.934 0.410 -0.916
C 0.765 -0.840 0.020
C -0.598 -1.327 -0.368
N 2.035 -0.280 -0.552
C 2.858 0.134 0.635
H -3.313 -0.527 0.339
H -2.606 1.280 0.707
H -1.991 -0.458 1.461
H -1.730 0.107 -1.419
H -0.539 1.972 -0.912
H -0.317 1.550 0.642
H 0.557 0.179 -1.857
H 0.650 -0.504 1.147
H -1.169 -2.000 0.212
H -0.436 -1.794 -1.320
H 3.166 -0.846 1.115
H 3.684 0.585 0.102
H 2.104 0.967 1.199
*
```

The calculation puts the relative energy (zero: lowest compared OMol25 entry of this formula, charge and spin) at 601.1 kJ/mol. The structure (SMILES) is CC1C[C@@H]2[C@@H](C1)N2C. The highest occupied orbital energy is -7.87 eV. The calculation puts the energy at -8953.7032 eV.

The following is a DFT calculation (ωB97M-V/def2-TZVPD) of an isolated ion of composition C6H12N and charge +1.

```
! wB97M-V def2-TZVPD RIJCOSX def2/J DEFGRID3
* xyz 1 1
C -0.878 -0.609 3.317
C -0.839 -1.135 2.098
C -0.280 -0.557 0.885
C -0.725 -0.844 -0.356
C 0.098 -0.636 -1.627
C 0.482 0.784 -1.985
N 1.172 1.634 -0.936
H -0.272 0.241 3.591
H -1.485 -1.056 4.092
H -1.103 -2.180 1.974
H 0.545 0.156 0.934
H -1.796 -0.839 -0.546
H 0.925 -1.352 -1.641
H -0.521 -1.045 -2.429
H 1.050 0.741 -2.912
H -0.412 1.347 -2.247
H 1.872 1.021 -0.513
H 1.714 2.361 -1.402
H 0.453 1.965 -0.297
*
```

The calculation puts the relative energy (zero: lowest compared OMol25 entry of this formula, charge and spin) at 237.0 kJ/mol. The structure (SMILES) is C=C/C=C/CC[NH3+]. The highest occupied orbital energy is -12.14 eV. The calculation puts the energy at -7897.6055 eV.